Molecular formula: C34H28FIN7O7SeW
Method: DFT, ωB97M-V with the def2-TZVPD basis set

Element x y z (Å)
W1 11.42515 12.35400 12.44170
C1 8.27768 12.66215 15.72498
C2 9.04615 12.45926 14.46679
N1 10.21341 12.92342 14.24748
N2 10.76326 13.73560 15.17990
C3 11.98811 14.04418 14.78812
O1 12.48170 13.54601 13.65290
C4 12.72045 14.98219 15.66511
C5 14.04212 15.36675 15.42046
C6 14.67216 16.26588 16.29370
C7 13.99022 16.78687 17.38309
C8 12.68409 16.39806 17.64057
C9 12.03452 15.52787 16.78215
C10 8.51346 11.71130 13.34935
C11 7.18725 11.29976 13.20903
C12 6.81372 10.60734 12.07930
C13 7.74552 10.41585 11.07315
C14 9.01453 10.91090 11.21171
N3 9.40998 11.50890 12.33538
H1 8.93684 12.85496 16.55895
H2 7.69730 11.78629 15.94981
H3 7.62965 13.54384 15.60403
H4 14.56750 15.00856 14.54076
H5 15.68924 16.61140 16.11157
H6 14.48699 17.44211 18.06329
H7 12.14501 16.77891 18.49911
H8 11.01326 15.24642 16.95628
H9 6.46519 11.50194 14.00066
H10 5.79210 10.21291 11.97172
H11 7.44710 9.85142 10.18874
H12 9.76037 10.84345 10.42916
C15 13.39630 15.34639 10.22986
C16 13.61412 14.03018 9.53939
N4 14.00750 14.17396 8.26354
C17 14.38338 13.10360 7.56559
C18 14.57068 11.83317 8.11581
C19 15.19842 10.72080 7.26339
O2 16.44412 10.26978 7.77240
C20 14.16176 11.64473 9.44316
C21 14.42596 10.31557 10.10366
N5 14.65276 10.32840 11.34016
C22 14.90831 9.20915 12.12662
C23 14.90016 7.89510 11.67414
C24 15.07693 6.84386 12.56952
C25 15.23797 7.10709 13.91900
C26 15.28457 8.42692 14.36407
C27 15.08123 9.46227 13.49181
I1 14.85246 11.41411 14.16110
C28 13.56197 12.74030 10.11501
O3 12.93783 12.51908 11.33962
H13 14.27954 15.94176 10.01872
H14 13.26909 15.25779 11.31572
H15 12.52992 15.85858 9.82591
H16 14.63457 13.26898 6.51944
H17 15.28574 11.11771 6.24884
H18 14.55269 9.84784 7.20752
H19 17.09159 10.97098 7.66838
H20 14.46741 9.42588 9.47454
H21 14.78538 7.69324 10.62860
H22 15.08508 5.83040 12.18377
H23 15.35893 6.30352 14.63455
H24 15.40186 8.58802 15.43762
F1 11.55834 9.30836 18.06051
C29 10.91982 9.05052 16.92518
C30 11.53701 8.62272 15.84083
N6 10.84396 8.29048 14.67939
C31 11.55304 8.40429 13.43007
C32 11.57294 9.87035 13.04604
O4 11.66984 10.29650 11.85620
O5 11.40121 10.75873 13.91556
C33 9.46830 8.46717 14.55909
O6 8.88004 8.41136 13.50319
N7 8.86964 8.80840 15.73395
C34 9.46127 9.25372 16.91088
O7 8.79723 9.74284 17.78319
H25 12.61414 8.50134 15.77987
H26 11.06861 7.81124 12.67902
H27 12.58777 8.08179 13.56242
H28 7.86549 8.93175 15.67101
Se1 10.31508 13.97459 11.18292

Cartesian forces (eV/Å) of the 3 atoms listed first:
0.576 2.837 -0.829
0.099 0.646 -0.308
-0.531 -0.236 0.423

As for the energy above the lowest of the compared OMol25 structures with the same formula, charge and spin: 0.0 kJ/mol. For the highest occupied orbital energy, the calculation gives -11.03 eV. For the LUMO energy, the calculation gives -4.37 eV. As for the net charge: +1.

---

Molecular formula: C39H47AsBBrF4N2ORu
Method: DFT, ωB97M-V with the def2-TZVPD basis set

Element x y z (Å)
Ru1 0.13703 -0.25101 2.09582
C1 -2.38191 -7.54691 -0.60030
C2 -1.01086 -7.32440 0.05508
C3 0.06461 -7.99377 -0.81233
C4 -1.02010 -8.00142 1.42860
C5 -0.72786 -5.83514 0.14770
C6 -0.43061 -5.19517 1.33849
C7 -0.21612 -3.83343 1.35240
Br1 0.28557 -2.97852 3.02149
C8 -0.30301 -3.00091 0.21190
O1 -0.15664 -1.73011 0.29141
C9 -0.53183 -3.69388 -1.02567
C10 -0.73547 -5.05470 -1.00931
C11 -0.48783 -2.91899 -2.33572
C12 -1.55628 -1.81953 -2.32620
C13 0.91240 -2.30775 -2.47936
C14 -0.73534 -3.80504 -3.56391
H1 -2.60353 -8.61189 -0.64642
H2 -2.40402 -7.15093 -1.61201
H3 -3.16327 -7.05412 -0.02740
H4 -0.10568 -9.06820 -0.85723
H5 1.05298 -7.81525 -0.39695
H6 0.04735 -7.60260 -1.82636
H7 -1.23814 -9.06200 1.31342
H8 -1.78301 -7.56546 2.06830
H9 -0.05302 -7.90839 1.91495
H10 -0.35444 -5.73250 2.26736
H11 -0.90469 -5.55962 -1.94420
H12 -1.35969 -1.11024 -1.52969
H13 -2.54129 -2.25949 -2.17382
H14 -1.55419 -1.28579 -3.27523
H15 1.11482 -1.62371 -1.66216
H16 0.99426 -1.76015 -3.41658
H17 1.66330 -3.09687 -2.46848
H18 -1.71723 -4.27425 -3.52452
H19 0.03111 -4.57294 -3.65641
H20 -0.69588 -3.18725 -4.46016
N1 -2.22795 0.56435 4.21940
C15 -1.38914 0.15916 3.53768
C16 -3.25856 2.38784 -4.33573
C17 -2.61983 2.50848 -2.98287
C18 -2.86710 1.57984 -1.98534
C19 -2.29521 1.70304 -0.72781
C20 -2.67127 0.68699 0.30797
C21 -1.41538 2.76594 -0.44732
As1 -0.55348 2.53307 1.38103
N2 0.69820 1.38360 0.79588
C22 1.70446 1.38691 -0.07474
C23 2.09970 2.53462 -0.79427
C24 3.08991 2.45189 -1.74515
C25 3.73479 1.24658 -1.99142
C26 3.41123 0.12306 -1.23847
C27 2.42258 0.18759 -0.28950
C28 0.36544 4.23230 1.95495
C29 -0.34231 5.43821 2.00864
C30 -1.80062 5.53542 1.65031
C31 0.30317 6.58876 2.44403
C32 1.61904 6.56511 2.87735
C33 2.32368 7.81592 3.31985
C34 2.25900 5.33749 2.95111
C35 1.64149 4.16659 2.53340
C36 2.33310 2.86409 2.78034
C37 -1.17726 3.71588 -1.44157
C38 -0.32747 4.94462 -1.27287
C39 -1.78827 3.57276 -2.68332
H21 -3.84564 1.47464 -4.40079
H22 -2.49924 2.37369 -5.11726
H23 -3.91405 3.24001 -4.51848
H24 -3.51976 0.74040 -2.19012
H25 -3.45433 0.02847 -0.06146
H26 -3.02105 1.17406 1.22320
H27 -1.80356 0.05834 0.58087
H28 1.62483 3.48016 -0.56922
H29 3.37093 3.33818 -2.30202
H30 4.50282 1.19177 -2.74956
H31 3.93904 -0.80426 -1.39961
H32 2.18022 -0.67363 0.32635
H33 -2.19400 4.56589 1.33894
H34 -1.97327 6.25877 0.85310
H35 -2.35839 5.86668 2.52656
H36 -0.24259 7.52240 2.45439
H37 1.68448 8.68965 3.20760
H38 3.22644 7.97363 2.72888
H39 2.61863 7.73087 4.36640
H40 3.25767 5.28412 3.36116
H41 3.04376 2.95391 3.59952
H42 2.89434 2.51648 1.91087
H43 1.60731 2.08682 3.05751
H44 0.10004 5.01327 -0.27921
H45 -0.93442 5.83318 -1.44719
H46 0.47649 4.95082 -2.00825
H47 -1.60222 4.32656 -3.43870
F1 4.23382 -1.46657 2.87604
B1 3.64985 -0.52915 3.68509
F2 2.29605 -0.29840 3.16355
F3 4.32926 0.66495 3.61705
F4 3.52310 -0.95348 4.97672

Cartesian forces (eV/Å) of the 3 atoms listed first:
0.202 -0.362 -1.082
0.159 -0.008 0.111
-0.005 -0.194 -0.062

For the highest occupied orbital energy (spin up / spin down), the calculation gives -5.25 / -5.28 eV. The spin multiplicity is 2. For the LUMO energy (spin up / spin down), the calculation gives -0.19 / 1.09 eV. As for the net charge: -1.

---

Molecular formula: C48H56F12N14O24S12
Method: DFT, ωB97M-V with the def2-TZVPD basis set

Element x y z (Å)
C1 -6.15263 0.79149 -8.78961
N1 -5.60630 1.12085 -7.46257
C2 -4.35628 0.66807 -7.18065
C3 -3.83950 0.81735 -5.93261
C4 -4.66317 1.27259 -4.87204
C5 -5.95726 1.62956 -5.18565
C6 -6.42012 1.55016 -6.48570
C7 -4.13925 1.28318 -3.46273
C8 -2.91474 1.87711 -3.11938
C9 -2.65347 2.27403 -1.81315
N2 -3.51226 1.84477 -0.83516
C10 -4.54403 1.03289 -1.08910
C11 -4.92378 0.85434 -2.41828
C12 -3.37041 2.36782 0.53000
H1 -7.10940 1.27966 -8.96993
H2 -6.30908 -0.28369 -8.82014
H3 -5.49912 1.23469 -9.53803
H4 -3.81938 0.34277 -8.05971
H5 -2.82426 0.50470 -5.71777
H6 -6.74492 1.85028 -4.47679
H7 -7.44837 1.66522 -6.79425
H8 -2.18826 2.11709 -3.88264
H9 -1.73659 2.70852 -1.45078
H10 -5.12107 0.69228 -0.24061
H11 -5.90383 0.40426 -2.51281
H12 -3.71560 3.39943 0.47038
H13 -2.30347 2.37136 0.74901
H14 -3.90194 1.74502 1.24193
C13 -3.92498 -6.27563 -3.27844
N3 -3.64447 -5.75583 -1.92251
C14 -2.52613 -5.08503 -1.64097
C15 -2.26254 -4.47012 -0.44736
C16 -3.15451 -4.63593 0.61294
C17 -4.30846 -5.38510 0.31328
C18 -4.57443 -5.90108 -0.94771
C19 -2.92721 -4.01670 1.92896
C20 -2.07933 -2.92042 2.11119
C21 -1.80538 -2.40155 3.35554
N4 -2.30055 -3.00544 4.45314
C22 -3.09184 -4.07486 4.34399
C23 -3.38034 -4.62262 3.11430
C24 -2.14331 -2.34757 5.75350
H15 -3.92406 -7.35923 -3.36997
H16 -3.17487 -5.85810 -3.94415
H17 -4.90302 -5.88426 -3.55136
H18 -1.94180 -4.83043 -2.51454
H19 -1.38726 -3.84477 -0.32735
H20 -5.01640 -5.48314 1.12429
H21 -5.42125 -6.56431 -1.03859
H22 -1.61548 -2.41748 1.26952
H23 -1.13709 -1.57448 3.53885
H24 -3.43312 -4.56827 5.24169
H25 -4.08640 -5.44067 3.10496
H26 -2.74557 -1.44291 5.80104
H27 -1.10561 -2.03285 5.87627
H28 -2.27863 -3.10041 6.52540
C25 1.88977 4.45665 4.79947
N5 2.35394 4.30984 3.38935
C26 3.65732 4.27016 3.04883
C27 4.08285 3.96256 1.75984
C28 3.15646 3.92436 0.71654
C29 1.82673 3.99167 1.09995
C30 1.44525 4.22849 2.40768
C31 3.40923 3.75470 -0.74353
C32 2.63191 2.88916 -1.51495
C33 2.94945 2.62344 -2.83575
N6 3.96644 3.28155 -3.40141
C34 4.72938 4.16099 -2.73333
C35 4.50212 4.37044 -1.37343
C36 4.12579 3.06910 -4.86116
H29 2.73077 4.79815 5.40181
H30 1.68758 3.44368 5.14335
H31 1.05494 5.14844 4.87422
H32 4.37013 4.35244 3.85675
H33 5.13418 3.90287 1.51097
H34 1.10532 4.02769 0.29588
H35 0.40267 4.30569 2.70274
H36 1.70476 2.40063 -1.22943
H37 2.28113 2.05919 -3.47778
H38 5.51138 4.65350 -3.29120
H39 5.24884 4.97064 -0.87285
H40 3.16445 3.07298 -5.36815
H41 4.60221 2.10447 -5.03417
H42 4.75539 3.85317 -5.27541
C37 4.03052 -0.47787 -1.54047
N7 4.77221 -0.24608 -0.25144
C38 6.11285 -0.48414 -0.22039
C39 6.77574 -0.54648 0.97481
C40 6.05409 -0.35930 2.15104
C41 4.71077 -0.02336 2.10171
C42 4.06508 0.00493 0.85525
C43 6.69584 -0.61615 3.48380
C44 6.10251 -1.39656 4.47510
C45 6.69255 -1.46718 5.72129
N8 7.82746 -0.82058 5.96314
C46 8.51108 -0.15400 5.00173
C47 7.94492 -0.03258 3.75036
C48 8.41482 -0.99334 7.32164
H43 4.63494 -0.01658 -2.31627
H44 3.00421 -0.13400 -1.43383
H45 3.97785 -1.55910 -1.66104
H46 6.53699 -0.61357 -1.20544
H47 7.82039 -0.81970 0.91894
H48 4.21675 0.28434 3.01170
H49 3.00954 0.24579 0.78753
H50 5.24860 -2.01727 4.22369
H51 6.15195 -2.02014 6.47660
H52 9.44556 0.25967 5.34880
H53 8.42013 0.59537 3.01018
H54 8.37441 -2.03368 7.63945
H55 7.87794 -0.38974 8.04999
H56 9.47527 -0.75263 7.35158
N9 -6.10969 -0.22326 2.79370
S1 -6.03677 -0.96683 1.49663
O1 -5.27525 -2.18777 1.34994
O2 -6.11773 -0.12733 0.32423
F1 -7.53074 -1.51852 1.47015
S2 -4.51014 -0.11942 3.23470
O3 -3.51789 0.02746 2.20397
O4 -4.16477 -0.83167 4.44127
F2 -4.55622 1.37230 3.76988
N10 2.16306 1.21205 -5.15114
S3 0.83920 0.48910 -5.03115
O5 0.80733 -0.60937 -4.09171
O6 0.12857 0.33682 -6.27586
F3 -0.16087 1.50187 -4.24462
S4 3.12102 -0.11669 -5.56660
O7 2.61023 -1.01798 -6.54148
O8 3.88972 -0.65903 -4.47642
F4 4.26856 0.64276 -6.39806
N11 -2.69024 -3.16860 -4.03667
S5 -2.92927 -1.80751 -3.47911
O9 -4.20672 -1.50584 -2.87062
O10 -2.20613 -0.70702 -4.05119
F5 -2.07311 -2.06923 -2.10208
S6 -3.62897 -2.87385 -5.41867
O11 -2.94715 -2.15194 -6.46157
O12 -5.06471 -2.74962 -5.28132
F6 -3.57381 -4.37131 -5.97223
N12 0.41350 1.00093 0.33139
S7 -0.57562 0.04082 -0.32300
O13 -1.94106 0.46200 -0.44840
O14 -0.29696 -1.36105 -0.16924
F7 -0.15094 0.30542 -1.88049
S8 -0.26947 1.14107 1.85872
O15 -0.67327 0.01243 2.63671
O16 -0.97700 2.37486 2.05507
F8 1.20596 1.28549 2.53016
N13 2.87497 -4.65484 1.02250
S9 2.00073 -3.43738 0.98773
O17 2.46396 -2.37676 0.10665
O18 1.26584 -3.04368 2.15620
F9 0.83532 -4.04569 0.04546
S10 4.22323 -3.92439 1.69777
O19 4.20566 -3.62895 3.11818
O20 5.02409 -3.05544 0.87154
F10 5.11853 -5.24383 1.62804
N14 -2.96333 4.55797 5.72345
S11 -2.17396 5.61246 6.50046
O21 -2.39540 7.02235 6.24201
O22 -0.88448 5.21389 6.99332
F11 -3.07440 5.50977 7.87539
S12 -1.88669 4.27815 4.49035
O23 -0.99627 3.16868 4.73302
O24 -1.35110 5.38891 3.74321
F12 -2.96217 3.67800 3.48837

Cartesian forces (eV/Å) of the 3 atoms listed first:
-0.307 0.670 -0.150
-0.298 -0.836 0.394
-0.319 1.259 -0.746

As for the energy above the lowest of the compared OMol25 structures with the same formula, charge and spin: 0.0 kJ/mol. For the highest occupied orbital energy, the calculation gives -11.61 eV. For the LUMO energy, the calculation gives -6.43 eV. As for the net charge: +2.

---

Molecular formula: C47H40BCoN5O4P2S
Method: DFT, ωB97M-V with the def2-TZVPD basis set

Element x y z (Å)
Co1 -0.11357 0.04354 0.12094
N1 1.74931 0.29260 3.93208
C1 0.51236 0.20657 4.54736
C2 0.12263 0.26444 5.87921
C3 -1.23237 0.16725 6.13312
C4 -2.16409 0.02494 5.09355
C5 -1.76815 -0.03265 3.77239
C6 -0.40486 0.05144 3.50164
N2 0.27395 0.02215 2.29467
C7 1.53464 0.17049 2.59640
C8 2.57268 0.20326 1.57724
C9 3.92189 0.19402 1.72968
S1 4.66968 0.09441 0.19873
C10 3.13268 0.10089 -0.54748
N3 2.13608 0.17114 0.27718
H1 2.64304 0.36023 4.38330
H2 0.84082 0.38176 6.67964
H3 -1.58277 0.20770 7.15578
H4 -3.21781 -0.03397 5.33191
H5 -2.49054 -0.12428 2.97331
H6 4.50041 0.18231 2.63692
H7 3.01929 0.04830 -1.62123
C11 -3.03160 0.00597 -1.82560
C12 -1.96565 0.15330 -2.92804
P1 -0.22181 0.44475 -2.38224
C13 0.09518 2.21877 -2.76092
C14 1.05368 2.87104 -1.98471
C15 1.37134 4.20313 -2.20224
C16 0.72942 4.91140 -3.20784
C17 -0.21682 4.27309 -3.99496
C18 -0.52666 2.93703 -3.77633
C19 0.78274 -0.29727 -3.75246
C20 0.46594 -1.53438 -4.31757
C21 1.27830 -2.10505 -5.28645
C22 2.43568 -1.46514 -5.70356
C23 2.76695 -0.23973 -5.14743
C24 1.94736 0.33889 -4.18836
P2 -2.50190 -0.52733 -0.13270
C25 -3.88083 0.20679 0.85943
C26 -4.70342 -0.55913 1.68596
C27 -5.68368 0.03905 2.46736
C28 -5.86530 1.41224 2.43524
C29 -5.06005 2.18463 1.60990
C30 -4.07908 1.58878 0.83334
C31 -2.92147 -2.29571 0.09382
C32 -3.86134 -2.99889 -0.65314
C33 -4.12901 -4.33103 -0.37666
C34 -3.46344 -4.97766 0.65753
C35 -2.53317 -4.28327 1.41564
C36 -2.26417 -2.95035 1.13374
H8 -3.80358 -0.68176 -2.17063
H9 -3.52707 0.96556 -1.66784
H10 -2.26292 0.97015 -3.58520
H11 -1.94145 -0.74774 -3.53319
H12 1.53486 2.33684 -1.17349
H13 2.10356 4.69165 -1.57214
H14 0.95871 5.95636 -3.37057
H15 -0.72075 4.81593 -4.78457
H16 -1.25838 2.46717 -4.42049
H17 -0.41328 -2.06467 -3.98366
H18 1.00388 -3.06121 -5.71514
H19 3.06962 -1.91381 -6.45717
H20 3.66100 0.28026 -5.46759
H21 2.21799 1.30911 -3.79295
H22 -4.58491 -1.63256 1.73460
H23 -6.30718 -0.57834 3.10172
H24 -6.62837 1.87729 3.04566
H25 -5.18735 3.25926 1.57589
H26 -3.44840 2.20862 0.21288
H27 -4.39392 -2.51518 -1.46160
H28 -4.86181 -4.86606 -0.96772
H29 -3.67201 -6.01801 0.87097
H30 -2.00781 -4.77653 2.22340
H31 -1.52065 -2.41863 1.71731
O1 -1.37124 2.99938 -0.29274
B1 -0.43361 2.15530 0.37562
O2 0.39460 3.01358 1.15166
C37 -0.00446 4.29721 0.91676
C38 0.52727 5.47102 1.40055
C39 -0.06284 6.65818 0.96354
C40 -1.13759 6.64871 0.08162
C41 -1.66749 5.45134 -0.40110
C42 -1.07540 4.28894 0.03681
H32 1.36501 5.46677 2.08443
H33 0.32468 7.60402 1.31836
H34 -1.56983 7.58713 -0.23924
H35 -2.49502 5.43229 -1.09740
C43 -0.73939 -4.84545 -2.35466
N4 -0.00888 -4.20281 -1.27669
C44 0.84662 -4.91680 -0.48682
C45 1.51722 -4.33091 0.51007
C46 1.30950 -2.90991 0.77021
O3 1.87561 -2.36179 1.71747
N5 0.45987 -2.21532 -0.06281
C47 -0.17190 -2.83417 -1.07735
O4 -0.92914 -2.23869 -1.85981
H36 -0.79999 -5.91194 -2.14544
H37 -0.24475 -4.69562 -3.31709
H38 -1.74248 -4.43040 -2.40822
H39 0.93619 -5.96965 -0.72205
H40 2.19181 -4.87887 1.14818

Cartesian forces (eV/Å) of the 3 atoms listed first:
0.355 -0.409 0.336
-0.076 -0.044 -0.023
0.042 0.010 0.010

As for the energy above the lowest of the compared OMol25 structures with the same formula, charge and spin: 0.0 kJ/mol. For the highest occupied orbital energy (spin up / spin down), the calculation gives -6.20 / -7.83 eV. The spin multiplicity is 4. For the LUMO energy (spin up / spin down), the calculation gives 0.49 / 0.47 eV. As for the net charge: 0.

---

Question: The highest net charge belongs to which entry?
Answer: C48H56F12N14O24S12